Formula: C11H21N2O2
Source: OMol25
Level of theory: ωB97M-V/def2-TZVPD

Calculated values
Total charge ... +1
E_tot ... -691.3062 Eh
F_max ... 6.1 eV/A

CARTESIAN COORDINATES (ANGSTROEM)
C -0.524 0.886 0.486
C 0.585 1.668 0.267
C 1.580 1.691 1.571
C -2.189 -1.715 -0.302
C -3.386 0.478 -0.788
C -3.501 -0.715 1.498
C 3.941 0.006 0.224
C 2.233 -0.528 -1.498
C 1.931 -1.287 0.955
C -2.670 -0.451 0.248
C 2.522 -0.180 -0.016
N -1.574 0.413 0.671
N 1.873 1.118 0.472
O -0.689 1.753 -3.730
O 1.850 2.126 2.610
H -0.920 0.773 -3.046
H 0.456 2.568 -0.172
H -1.460 -1.528 -1.111
H -1.837 -2.284 0.611
H -3.078 -2.178 -0.702
H -2.971 1.433 -0.610
H -3.199 0.202 -1.815
H -4.440 0.490 -0.644
H -4.073 -1.578 1.508
H -2.856 -0.947 2.309
H -4.201 0.065 1.765
H 4.359 0.641 -0.533
H 4.129 0.378 1.200
H 4.525 -0.871 0.173
H 2.415 -1.629 -1.685
H 1.157 -0.373 -1.943
H 2.935 0.069 -2.080
H 2.329 -2.289 0.938
H 1.972 -0.982 1.991
H 0.867 -1.491 0.725
H -1.185 1.618 -4.655

Here are the Löwdin charges for atoms 1 to 6, given in e: number 1, C, carries 0.09; number 2, C, carries -0.05; number 3, C, carries -0.33; number 4, C, carries -0.03; number 5, C, carries 0.02; number 6, C, carries -0.02